(1)
Here is an isolated molecule of C3H5NO at a distorted geometry from the Open Molecules 2025 dataset. Energies are from ωB97M-V/def2-TZVPD.

Geometry as XYZ:
```
10
Properties=species:S:1:pos:R:3
C -0.64407 -0.34373 1.16196
O 0.56924 -0.75746 0.56369
C 0.94446 -0.00137 -0.56472
C -0.16995 0.54767 -1.35441
N -0.84541 1.06287 -2.13404
H -0.50149 0.43789 1.92183
H -1.12479 -1.21785 1.61573
H -1.30725 0.07267 0.35391
H 1.49444 -0.66179 -1.24333
H 1.58483 0.86110 -0.32061
```

SMILES: COCC#N
Calculated total energy in Eh: -247.25752
Energy above the lowest of the compared OMol25 structures with the same formula, charge and spin in kcal/mol: 31.2
HOMO-LUMO gap in eV: 11.4
HOMO in eV: -10.67

Mulliken atomic charge list, values in e, 8 entries:
1 C -0.61
2 O -0.33
3 C -0.12
4 C 0.19
5 N -0.38
6 H 0.25
7 H 0.21
8 H 0.28

(2)
Here is a structure of composition C3H12N3O at a distorted geometry from the Open Molecules 2025 dataset. Energies are from ωB97M-V/def2-TZVPD.

Geometry as XYZ:
```
19
Properties=species:S:1:pos:R:3
C 0.55047 2.27564 -0.61655
C -0.71583 2.46861 -0.16433
N -1.34334 -1.16403 1.08806
C -0.00641 -1.09479 0.95012
N 0.75080 -1.30146 2.14734
N 0.71423 -0.88305 -0.15350
H 0.77102 1.35994 -1.11055
H 1.33388 3.03413 -0.42343
H 11.42386 -0.53134 -8.30346
H -1.51056 1.88115 -0.55440
H -0.94033 3.27564 0.52035
H -1.64488 -1.81118 1.81701
H 1.70940 -1.07210 2.06978
H 0.28735 -0.93728 2.97940
H 0.10869 -0.99765 -1.04874
H 11.25968 -0.39970 -7.54296
H -2.96914 -0.56953 -1.57817
H -1.97240 -0.62334 -0.25924
O -2.20973 -0.13320 -1.14429
```

Total charge: +1
Calculated total energy in Eh: -360.47743
Energy above the lowest of the compared OMol25 structures with the same formula, charge and spin in kcal/mol: 224.2
HOMO-LUMO gap in eV: 4.3
HOMO in eV: -14.13

Mulliken atomic charge list, values in e, 8 entries:
1 C -0.42
2 C -0.30
3 N -0.40
4 C 0.60
5 N -0.50
6 N -0.36
7 H 0.28
8 H 0.26

(3)
Here is a structure of composition C16H46N2O10 at a distorted geometry from the Open Molecules 2025 dataset. Energies are from ωB97M-V/def2-TZVPD.

Geometry as XYZ:
```
74
Properties=species:S:1:pos:R:3
C 20.33239 -21.59771 -30.40187
C 20.27118 -22.31797 -29.06294
C 20.82900 -21.32054 -27.97855
O 22.17692 -21.22653 -28.06105
C 22.76249 -20.36416 -27.07619
N 18.96052 -22.63333 -28.90741
H 21.33289 -21.16717 -30.44348
H 19.59549 -20.79742 -30.46985
H 20.13827 -22.24540 -31.25681
H 20.74480 -23.29961 -29.07615
H 20.60520 -21.60322 -26.94991
H 20.16741 -20.47239 -28.15476
H 23.82315 -20.22014 -27.28204
H 22.72502 -20.77826 -26.06861
H 22.41220 -19.34178 -27.21809
H 18.43503 -21.77298 -28.84610
H 18.54926 -23.11085 -29.69668
C 26.41476 -23.55332 -22.98224
C 27.92103 -23.41969 -22.62684
C 28.12923 -22.63052 -21.33782
O 27.35077 -21.37237 -21.22869
C 27.27649 -20.80992 -19.91743
N 28.37016 -24.80554 -22.46668
H 25.81691 -23.81489 -22.10917
H 26.25019 -24.37795 -23.67578
H 25.93781 -22.62262 -23.28950
H 28.52320 -22.85299 -23.33701
H 29.20658 -22.50804 -21.22634
H 27.75853 -23.19222 -20.48039
H 26.75685 -19.87234 -20.11496
H 28.13043 -20.45142 -19.34265
H 26.65109 -21.51947 -19.37565
H 27.90908 -25.09100 -21.61462
H 27.97131 -25.32889 -23.23292
C 23.82302 -21.64810 -25.07073
C 24.05434 -20.14278 -24.65680
O 23.20776 -19.72183 -23.53697
O 24.34676 -22.42228 -24.00433
H 24.38598 -22.02528 -25.92449
H 22.75147 -21.83763 -25.13369
H 23.77136 -19.44452 -25.44449
H 25.12261 -19.94949 -24.55917
H 23.23061 -20.39482 -22.85276
H 24.99410 -21.92541 -23.49869
C 24.66513 -23.94256 -25.18105
C 24.54461 -24.56614 -26.60832
O 25.24340 -23.71781 -27.57937
O 24.18985 -24.96858 -24.22622
H 24.28350 -22.92379 -25.11358
H 25.73490 -23.93553 -24.97211
H 23.51644 -24.74989 -26.92011
H 25.00426 -25.54537 -26.47440
H 25.32396 -24.26919 -28.36110
H 23.26267 -25.16179 -24.38307
C 24.38173 -22.66585 -20.52017
C 24.62865 -21.92894 -21.86004
O 23.48944 -21.26433 -22.34812
O 23.97124 -24.01036 -20.74194
H 23.58342 -22.14132 -19.99514
H 25.16579 -22.59475 -19.76631
H 24.84799 -22.71426 -22.58340
H 25.52657 -21.31142 -21.83663
H 22.77757 -21.90830 -22.33585
H 24.68864 -24.60671 -20.96842
C 20.23844 -18.42736 -25.06610
C 21.58222 -19.09715 -24.84197
O 21.47684 -20.47749 -24.46731
O 19.50081 -18.58094 -23.85824
H 19.69233 -18.95743 -25.84642
H 20.38566 -17.37556 -25.31135
H 22.09859 -18.62234 -24.00770
H 22.18134 -18.94068 -25.73901
H 22.32503 -20.62002 -24.04090
H 19.51942 -19.53411 -23.74552
```

Calculated total energy in Eh: -1498.28787
Energy above the lowest of the compared OMol25 structures with the same formula, charge and spin in kcal/mol: 455.0
HOMO-LUMO gap in eV: 8.8
HOMO in eV: -8.43

Mulliken atomic charge list, values in e, 8 entries:
1 C -1.37
2 C 0.24
3 C -0.68
4 O -0.39
5 C -1.84
6 N -0.73
7 H 0.31
8 H 0.33